{"formula": "C19H41BrNO12S", "method": "the ωB97M-V functional and the def2-TZVPD basis", "total_charge": 1, "spin_multiplicity": 1, "species": ["C", "C", "C", "N", "S", "Br", "H", "H", "H", "H", "H", "H", "H", "H", "H", "C", "C", "O", "C", "O", "O", "C", "H", "H", "H", "H", "H", "H", "H", "H", "C", "C", "O", "C", "O", "O", "C", "H", "H", "H", "H", "H", "H", "H", "H", "C", "C", "O", "C", "O", "O", "C", "H", "H", "H", "H", "H", "H", "H", "H", "C", "C", "O", "C", "O", "O", "C", "H", "H", "H", "H", "H", "H", "H", "H"], "positions_angstrom": [[-0.69410, 0.86771, -0.91162], [-1.31437, 2.39957, -0.69888], [-2.88872, 2.41216, -1.18150], [-3.88064, 2.01899, -0.10963], [-4.95664, 0.79841, -0.74536], [-3.84373, -1.16751, -1.01310], [-0.82662, 0.51021, -2.03490], [-1.29528, 0.18647, -0.15069], [0.44467, 0.82500, -0.62073], [-0.70753, 3.14492, -1.40648], [-1.16854, 2.69869, 0.43845], [-2.95878, 1.62285, -2.07249], [-3.20636, 3.50505, -1.54031], [-3.42532, 1.72012, 0.78160], [-5.27505, 1.18536, -2.08134], [4.89705, -0.37493, -4.67783], [3.50002, 0.15064, -4.95943], [2.92893, 0.75296, -3.79267], [3.40446, 1.98126, -3.46892], [4.26029, 2.60496, -4.08060], [2.78982, 2.38793, -2.33079], [3.28325, 3.62333, -1.82034], [4.88714, -1.05564, -3.82137], [5.29532, -0.90367, -5.54929], [5.58783, 0.43793, -4.42810], [2.85027, -0.68603, -5.23377], [3.49230, 0.85478, -5.80047], [3.24182, 4.41231, -2.57831], [4.30560, 3.49228, -1.45415], [2.65013, 3.92115, -0.97970], [3.41595, -1.28098, -0.51451], [4.47707, -0.60797, 0.33889], [4.80196, -1.40426, 1.48372], [5.57825, -2.49089, 1.24659], [6.01716, -2.83727, 0.15894], [5.75980, -3.14692, 2.41926], [6.47107, -4.37452, 2.28762], [2.53461, -1.52322, 0.08677], [3.11544, -0.63189, -1.34277], [3.78030, -2.22416, -0.93635], [4.08571, 0.34215, 0.71514], [5.37975, -0.37861, -0.24058], [7.43061, -4.22646, 1.78158], [5.85829, -5.10312, 1.74901], [6.66827, -4.76264, 3.29095], [3.70601, 1.73235, 5.64587], [3.93800, 2.18077, 4.21328], [2.69758, 2.38302, 3.52718], [2.02218, 3.51444, 3.84871], [2.37961, 4.35995, 4.65677], [0.86495, 3.53322, 3.14234], [0.00701, 4.62188, 3.47246], [3.06669, 0.84493, 5.67299], [4.65572, 1.50316, 6.13898], [3.19738, 2.50686, 6.23045], [4.47364, 1.39411, 3.67319], [4.55750, 3.08472, 4.16537], [0.52645, 5.58103, 3.37796], [-0.38458, 4.49242, 4.48555], [-0.83391, 4.61640, 2.77315], [-11.01965, -3.58175, -1.25315], [-10.46634, -4.03684, 0.08624], [-9.17847, -4.64402, -0.06539], [-8.14587, -3.79237, -0.28469], [-8.22214, -2.57404, -0.35855], [-7.01610, -4.52600, -0.43930], [-5.87096, -3.75260, -0.78681], [-11.03275, -4.41124, -1.96643], [-12.03601, -3.19193, -1.14049], [-10.40014, -2.79378, -1.69540], [-11.12813, -4.79973, 0.50750], [-10.42201, -3.21295, 0.80904], [-5.70416, -2.94327, -0.06856], [-5.98503, -3.35389, -1.79897], [-4.99801, -4.41131, -0.77076]], "atomic_forces_ev_per_a": [[-0.4, 0.5, 0.6], [0.6, -0.7, -0.6], [1.7, 1.1, -1.3], [-0.4, -1.7, -2.3], [0.6, 0.1, 1.5], [-0.5, 1.5, -0.3], [0.2, 0.7, 2.5], [1.4, 1.1, -1.8], [-2.3, 0.2, -0.6], [-1.5, -1.5, 1.7], [-0.4, -0.4, -2.4], [0.2, 2.0, 1.8], [0.7, -2.5, 0.7], [-0.7, -0.1, -0.8], [1.1, -0.1, 1.4], [0.3, 0.2, 0.2], [0.5, -0.3, -0.7], [-0.1, 1.1, 0.5], [0.9, 0.1, -0.6], [-1.5, -0.9, 1.0], [0.1, -0.5, -0.8], [0.2, 0.6, 0.3], [-0.1, -0.1, -0.2], [-0.1, 0.0, 0.1], [-0.2, -0.1, -0.2], [-0.1, 0.2, 0.3], [0.0, 0.0, 0.3], [0.2, -0.2, 0.1], [-0.1, 0.1, -0.2], [0.0, -0.3, -0.2], [0.0, -0.3, -0.2], [-0.2, 0.2, -0.6], [0.7, -0.7, 0.2], [0.1, -0.3, -0.6], [-0.6, 0.6, 1.7], [-0.2, 0.8, -0.9], [0.4, -0.6, 0.0], [0.0, 0.2, 0.0], [0.0, 0.0, 0.1], [0.0, 0.2, 0.1], [0.1, -0.2, 0.3], [-0.1, -0.2, 0.1], [-0.3, 0.0, 0.0], [0.2, 0.1, -0.1], [-0.2, 0.3, -0.1], [-0.3, 0.2, 0.2], [0.7, -0.1, 0.6], [-0.9, 1.0, -0.2], [0.7, 0.2, 0.9], [-0.7, -1.3, -1.5], [0.7, -0.2, 0.2], [-0.3, 0.4, 0.1], [0.2, 0.0, -0.1], [-0.1, 0.0, -0.1], [0.2, -0.1, -0.2], [-0.3, 0.1, -0.2], [-0.3, -0.1, 0.0], [0.0, -0.2, 0.2], [0.2, 0.2, -0.1], [0.3, -0.2, 0.0], [0.2, 0.2, -0.3], [-0.8, 0.4, 0.0], [1.5, 0.6, -0.1], [-0.7, 0.2, -0.1], [0.4, -1.5, 0.2], [-0.6, 0.5, 0.2], [0.2, 0.0, 0.0], [-0.1, 0.0, 0.2], [0.1, -0.1, 0.0], [-0.1, -0.1, 0.2], [0.4, -0.1, 0.0], [0.2, -0.1, -0.2], [-0.3, -0.2, -0.2], [0.0, 0.1, 0.2], [-0.3, -0.1, 0.1]]}

{"formula": "C19H41N3OPY", "method": "the ωB97M-V functional and the def2-TZVPD basis", "total_charge": 2, "e_above_lowest_kj_mol": 0.0, "spin_multiplicity": 1, "species": ["C", "H", "H", "H", "C", "H", "H", "C", "H", "H", "H", "C", "C", "C", "C", "C", "C", "C", "C", "C", "C", "Y", "H", "H", "H", "H", "H", "H", "H", "H", "H", "H", "H", "H", "H", "H", "H", "C", "N", "C", "P", "O", "N", "C", "C", "N", "C", "C", "H", "H", "H", "H", "H", "H", "H", "H", "H", "H", "H", "H", "H", "H", "H", "H", "H", "H"], "positions_angstrom": [[1.50590, 2.30960, -1.86096], [2.39689, 2.94836, -1.96714], [1.64034, 1.48673, -2.60287], [1.57845, 1.91102, -0.81127], [0.22260, 3.11239, -2.12570], [-0.59244, 2.45345, -2.49393], [-0.15551, 3.55945, -1.19171], [0.41541, 4.23288, -3.16155], [-0.50566, 4.81169, -3.28721], [1.20758, 4.92313, -2.85151], [0.68790, 3.82950, -4.14317], [-1.09865, -2.07724, -1.20508], [-1.75610, -1.27639, -2.19415], [-0.80010, -0.95711, -3.21230], [0.45948, -1.55117, -2.84278], [0.26812, -2.25728, -1.60795], [1.24233, -3.16335, -0.94786], [1.70797, -1.54764, -3.65568], [-1.08418, -0.21502, -4.47117], [-3.21030, -0.95844, -2.20167], [-1.75562, -2.73399, -0.04066], [-0.02039, 0.10580, -1.13492], [2.56083, -1.88716, -3.05284], [1.60249, -2.23216, -4.51529], [1.94387, -0.54672, -4.04877], [2.26901, -2.92264, -1.24145], [1.18503, -3.09865, 0.14602], [1.04722, -4.21038, -1.23113], [-2.68660, -2.21119, 0.22379], [-2.01460, -3.79090, -0.24336], [-1.09129, -2.71447, 0.83850], [-3.41952, -0.06622, -2.80202], [-3.79615, -1.78993, -2.62369], [-3.58964, -0.78033, -1.18630], [-0.28735, 0.50652, -4.70728], [-1.16210, -0.91188, -5.32398], [-2.03434, 0.33151, -4.39628], [-1.69198, 1.41150, 0.99587], [-0.83705, 1.25123, 2.20830], [-1.07012, 2.15832, 3.34450], [0.40505, 0.16418, 2.24994], [0.85914, -0.09813, 0.82245], [1.71920, 0.70541, 3.05544], [2.98001, 1.03767, 2.38849], [1.78247, 0.73390, 4.51969], [-0.16474, -1.24876, 2.89022], [0.70509, -2.42379, 2.98147], [-1.39905, -1.30486, 3.67927], [-2.60587, 1.95204, 1.28434], [-1.99043, 0.41050, 0.59946], [-1.18390, 2.03354, 0.21208], [-1.59229, 1.65616, 4.17587], [-0.11417, 2.54937, 3.72836], [-1.67504, 3.01107, 3.01725], [3.00609, 2.08655, 2.04514], [3.81131, 0.89921, 3.10321], [3.15759, 0.38887, 1.51637], [1.73189, 1.76437, 4.90388], [0.95592, 0.15652, 4.95088], [2.73120, 0.29778, 4.86791], [1.31446, -2.42536, 3.90026], [0.08360, -3.33167, 2.98027], [1.38541, -2.47759, 2.12254], [-1.25064, -0.95460, 4.71233], [-2.17175, -0.68707, 3.21025], [-1.76230, -2.33813, 3.70929]], "atomic_forces_ev_per_a": [[0.3, -0.2, 0.3], [-0.3, -0.3, 0.1], [0.1, 0.3, 0.2], [0.1, 0.3, -0.6], [-0.3, 0.2, 0.2], [0.0, 0.0, 0.0], [0.2, -0.1, -0.2], [-0.1, -0.1, -0.2], [0.2, -0.1, 0.1], [-0.1, -0.2, 0.0], [0.0, 0.0, 0.2], [0.4, -0.4, -0.9], [0.7, -0.6, -0.3], [0.1, -0.8, 0.5], [-1.0, -0.4, 0.1], [-1.0, -0.1, -0.7], [0.4, -0.2, 0.3], [0.4, 0.1, -0.2], [0.0, 0.3, -0.4], [-0.5, 0.3, 0.0], [-0.1, -0.1, 0.6], [0.6, 1.9, 0.8], [-0.2, 0.1, -0.3], [0.1, 0.3, 0.3], [0.0, -0.3, 0.0], [-0.1, -0.2, 0.1], [0.0, -0.1, -0.3], [0.1, 0.3, 0.1], [0.2, -0.3, 0.0], [0.1, 0.5, 0.0], [-0.3, -0.1, -0.2], [-0.1, -0.2, 0.1], [0.2, 0.2, 0.1], [0.0, 0.0, -0.2], [-0.2, -0.2, -0.1], [0.0, 0.3, 0.3], [0.3, -0.1, -0.2], [0.7, -0.3, 0.8], [-0.3, 0.2, -0.7], [0.1, 0.1, 0.4], [0.3, -0.9, 0.7], [-0.2, 0.1, -0.8], [0.0, -0.4, 0.2], [0.4, 0.4, -0.5], [-0.1, 0.1, 0.4], [-0.2, 0.7, -0.1], [0.4, -0.1, 0.2], [-0.2, 0.2, 0.2], [0.3, -0.3, -0.3], [-0.1, 0.4, 0.2], [-0.3, -0.2, 0.4], [0.1, 0.2, -0.3], [-0.4, -0.1, -0.2], [0.2, -0.2, 0.1], [0.0, -0.3, 0.2], [-0.5, 0.0, -0.4], [-0.1, 0.2, 0.4], [0.0, -0.3, -0.1], [0.1, 0.1, -0.1], [-0.4, 0.0, -0.2], [-0.2, 0.0, -0.2], [0.2, 0.3, 0.0], [-0.2, 0.1, 0.2], [-0.1, -0.2, -0.2], [0.1, -0.1, 0.1], [0.1, 0.2, 0.0]]}

{"formula": "C19H42BBrFNO7P2", "method": "the ωB97M-V functional and the def2-TZVPD basis", "total_charge": 0, "spin_multiplicity": 1, "smiles": "NB(O)[C@]1(F)OC(=O)[C@@H](CCCO)[C@@]1(Br)PP(=O)(O)O.CCCCCC.CCCCCC", "species": ["N", "B", "O", "C", "F", "O", "C", "O", "C", "C", "C", "C", "O", "C", "Br", "P", "P", "O", "O", "O", "H", "H", "H", "H", "H", "H", "H", "H", "H", "H", "H", "H", "H", "H", "C", "C", "C", "C", "C", "C", "H", "H", "H", "H", "H", "H", "H", "H", "H", "H", "H", "H", "H", "H", "C", "C", "C", "C", "C", "C", "H", "H", "H", "H", "H", "H", "H", "H", "H", "H", "H", "H", "H", "H"], "positions_angstrom": [[-5.42740, 3.95351, -2.87850], [-4.46707, 5.08923, -2.61257], [-4.91123, 6.44908, -2.76078], [-2.88378, 4.83506, -2.18424], [-2.28455, 6.11930, -2.45691], [-2.21904, 3.98680, -3.18562], [-1.45487, 2.98628, -2.45646], [-0.30860, 2.56706, -2.68131], [-2.48989, 2.64261, -1.26795], [-2.14381, 1.47573, -0.23218], [-3.57824, 0.96520, 0.36559], [-3.53311, 0.77385, 1.95698], [-4.80211, 1.15321, 2.55355], [-2.61997, 4.16759, -0.71537], [-4.30888, 4.63407, 0.23372], [-0.99094, 4.86107, 0.03743], [-1.30132, 5.34822, 2.16335], [-1.96797, 6.74189, 2.27121], [0.25209, 5.48034, 2.88157], [-2.28271, 4.15882, 2.90200], [-6.25761, 4.02214, -2.26600], [-5.76095, 4.08301, -3.85622], [-4.60492, 7.01471, -2.01942], [-3.50054, 2.43146, -1.75800], [-1.40756, 1.76106, 0.58942], [-1.71324, 0.58595, -0.83159], [-4.41136, 1.69985, 0.04451], [-3.87417, -0.03847, -0.12485], [-3.22147, -0.28248, 2.27321], [-2.72712, 1.49495, 2.37370], [-4.93322, 2.12602, 2.43417], [-0.67101, 6.12711, -0.55621], [0.67292, 4.59681, 2.98571], [-1.77549, 3.31729, 2.99830], [0.65177, -4.72150, -2.53992], [1.13578, -4.34969, -1.14457], [0.19250, -4.81794, -0.03508], [-1.21128, -4.20780, -0.07457], [-1.25707, -2.67956, -0.02042], [-0.68150, -2.11023, 1.26917], [-0.30488, -4.24921, -2.77501], [1.37582, -4.39147, -3.28940], [0.53579, -5.80444, -2.63608], [1.29364, -3.26898, -1.08486], [2.11484, -4.81227, -0.98317], [0.65656, -4.60462, 0.93442], [0.09651, -5.90837, -0.08658], [-1.78614, -4.60963, 0.76770], [-1.73017, -4.54298, -0.97865], [-2.30220, -2.36154, -0.10630], [-0.73397, -2.24939, -0.87971], [-1.22288, -2.49216, 2.13935], [-0.76848, -1.01966, 1.26915], [0.37623, -2.35756, 1.38427], [7.35210, -2.90241, 0.37654], [6.56674, -1.96800, 1.28735], [5.25605, -2.57633, 1.78931], [4.23525, -2.91422, 0.69881], [3.81533, -1.73973, -0.18849], [3.12046, -0.62596, 0.58332], [6.79531, -3.14335, -0.53196], [8.29058, -2.43104, 0.07334], [7.59393, -3.83596, 0.89179], [6.37887, -1.02183, 0.77120], [7.18909, -1.72614, 2.15483], [4.80383, -1.88878, 2.51262], [5.48009, -3.49235, 2.34772], [3.34263, -3.33169, 1.17979], [4.63266, -3.71089, 0.06104], [3.12838, -2.11386, -0.95434], [4.67916, -1.33435, -0.72309], [2.22547, -1.00103, 1.08747], [2.81343, 0.16994, -0.10063], [3.77889, -0.18134, 1.33339]], "atomic_forces_ev_per_a": [[0.7, 1.1, -0.5], [-1.5, 1.1, 0.4], [0.6, -2.2, 1.2], [0.5, 0.4, -1.6], [-0.2, -1.5, 1.4], [1.5, -0.7, 2.0], [1.1, -0.8, 0.2], [-4.9, 1.8, 0.4], [0.8, 0.4, 0.7], [-1.1, -0.6, -0.9], [0.3, -0.4, -0.1], [0.3, 1.3, -0.4], [0.8, 0.1, -0.3], [-0.1, 0.8, -2.1], [0.6, -0.4, 0.1], [0.6, -1.7, -0.4], [-2.0, 4.7, 1.8], [1.8, -4.2, -0.1], [-2.5, -1.8, -1.2], [2.9, 0.8, -1.2], [0.6, 0.1, -0.6], [0.1, -0.3, 0.9], [0.2, -0.3, -1.0], [1.4, 0.2, 0.5], [-1.0, -0.2, -1.2], [-0.4, 1.6, 1.0], [1.3, -1.1, 0.9], [0.6, 1.6, 0.7], [-0.9, 1.5, -0.4], [-1.0, -1.2, -0.6], [0.4, -1.2, 0.0], [-0.9, -0.3, 0.6], [-0.2, 0.7, -0.1], [-0.6, 0.6, 0.0], [0.1, 0.1, -0.1], [0.0, -0.2, 0.0], [0.1, 0.1, 0.1], [0.0, 0.0, -0.1], [-0.1, -0.1, 0.1], [0.0, 0.2, -0.1], [0.0, -0.1, 0.0], [-0.1, -0.1, 0.0], [0.0, 0.1, 0.0], [0.0, 0.0, 0.0], [0.0, 0.1, 0.0], [0.0, 0.0, 0.0], [0.0, 0.1, 0.0], [0.0, 0.0, 0.0], [0.0, 0.0, 0.0], [0.0, 0.0, -0.1], [0.0, 0.0, 0.0], [0.1, 0.0, 0.0], [0.1, 0.0, 0.1], [-0.1, 0.0, 0.0], [0.1, 0.1, -0.1], [0.0, -0.1, 0.1], [-0.1, 0.1, 0.1], [0.1, 0.0, -0.1], [-0.1, -0.1, 0.1], [0.0, 0.2, -0.1], [0.0, 0.0, 0.0], [0.0, -0.1, 0.0], [0.0, 0.0, -0.1], [0.0, 0.0, 0.0], [-0.1, 0.0, 0.0], [0.0, -0.1, 0.0], [0.0, 0.0, 0.0], [0.0, 0.0, 0.0], [0.0, 0.0, 0.0], [0.1, 0.0, 0.0], [0.0, 0.0, 0.0], [0.1, 0.0, 0.0], [0.0, 0.0, 0.1], [-0.1, 0.0, 0.0]]}

The records above give, respectively, LUMO level values of -6.1 -6.2 -0.5 eV.